1.
The molecule C6H8. Source: the Open Molecules 2025 dataset; level of theory: ωB97M-V/def2-TZVPD.

electronic energy	-233.2873	Ha
highest occupied orbital energy	-8.1	eV
molecular weight	80.1	u
LUMO	-0.012	Eh
Kohn-Sham gap	7.8	eV

```
! RIJCOSX wB97M-V def2-TZVPD def2/J DEFGRID3
* xyz 0 1
C 1.01616 -1.60192 0.24131
C -1.31079 0.91320 0.46195
H -1.37228 1.98152 0.23104
C 1.94637 -0.48037 0.29390
H -0.97784 0.80708 1.50084
H 1.28626 -2.61314 0.53718
H -0.67135 0.35936 -1.51854
H 1.63342 0.89323 -1.23151
H -1.07107 -1.92273 -0.28287
H 1.24580 1.55897 0.32993
H -2.31836 0.49064 0.38241
C 1.13916 0.65046 -0.27700
C -0.32648 0.21270 -0.48462
C -0.21900 -1.24899 -0.18403
*
```

2.
The molecule C6H8. Source: the Open Molecules 2025 dataset; level of theory: ωB97M-V/def2-TZVPD.

electronic energy	-233.2130	Ha
highest occupied orbital energy (alpha / beta)	-7.4 / -7.9	eV
molecular weight	80.1	u
LUMO (alpha / beta)	0.009 / 0.026	Eh
Kohn-Sham gap (alpha / beta)	7.6 / 8.6	eV

```
! RIJCOSX wB97M-V def2-TZVPD def2/J DEFGRID3
* xyz 0 1
C -0.94827 1.01791 0.42153
C -1.26544 -0.42622 0.09654
H 2.06737 -1.75797 -0.15952
C 1.37753 -1.00317 0.21488
H -1.72071 1.76858 0.57559
H -1.59472 -0.98871 0.98541
C 0.39662 1.33399 0.10828
C 0.04246 -0.89100 -0.56318
H -2.08817 -0.51215 -0.62839
C 1.02997 0.20610 -0.56102
H 0.97387 2.11387 0.60954
H 0.35854 1.65958 -1.02671
H -0.02826 -1.57554 -1.40808
H 1.35712 -0.91617 1.30408
*
```

3.
The molecule C6H8. Source: the Open Molecules 2025 dataset; level of theory: ωB97M-V/def2-TZVPD.

electronic energy	-233.2561	Ha
highest occupied orbital energy	-8.0	eV
molecular weight	80.1	u
LUMO	0.032	Eh
SMILES	C=C1C(C)=C1C
Kohn-Sham gap	8.9	eV

```
! RIJCOSX wB97M-V def2-TZVPD def2/J DEFGRID3
* xyz 0 1
H 2.17279 1.89825 0.59891
C 2.16449 0.98666 -0.00077
H 0.57396 -2.48500 -0.17105
H -3.07456 0.51128 0.00049
H 2.91487 0.29809 0.39775
C -0.95551 0.70444 0.00505
C -2.25471 1.20858 -0.00196
H -2.45975 2.26265 -0.00454
C 0.86232 0.35430 0.01229
H -1.07834 -2.24119 -0.77750
H -0.77931 -2.28620 0.95863
C -0.36788 -1.96813 0.00088
H 2.44234 1.24942 -1.02391
C -0.16070 -0.49316 0.00572
*
```

4.
The molecule C6H8. Source: the Open Molecules 2025 dataset; level of theory: ωB97M-V/def2-TZVPD.

electronic energy	-233.3393	Ha
highest occupied orbital energy	-8.6	eV
molecular weight	80.1	u
LUMO	0.039	Eh
SMILES	C=C=C(C)C=C
Kohn-Sham gap	9.7	eV

```
! RIJCOSX wB97M-V def2-TZVPD def2/J DEFGRID3
* xyz 0 1
C -0.03209 -0.18379 0.08541
H 1.50812 1.29529 0.33582
H -0.12078 1.85402 0.73849
C 0.56176 1.00743 0.79198
H 0.74002 0.76438 1.83792
H -1.34887 -2.53743 1.97005
H 0.30442 -3.16773 1.51422
H -0.83320 -0.98761 -1.74922
C -0.21779 -1.29730 0.75542
C -0.39300 -0.10551 -1.30698
C -0.18261 0.99489 -2.00206
H 0.25094 1.88454 -1.58059
C -0.42532 -2.37649 1.43692
H -0.44283 1.05908 -3.04662
*
```

5.
The molecule C6H8. Source: the Open Molecules 2025 dataset; level of theory: ωB97M-V/def2-TZVPD.

electronic energy	-233.1948	Ha
highest occupied orbital energy	-7.7	eV
molecular weight	80.1	u
LUMO	0.006	Eh
Kohn-Sham gap	7.8	eV

```
! RIJCOSX wB97M-V def2-TZVPD def2/J DEFGRID3
* xyz 0 1
H -0.81633 -1.90318 -0.44614
H -1.67256 0.15661 -1.57112
H -0.00948 1.85706 -0.77861
H 1.25947 -0.85608 1.20633
C -0.87549 -0.98356 0.14416
C 1.71721 -0.38050 0.22626
C -0.42543 1.15356 -0.04955
C 0.37110 -0.11347 0.16718
C 3.00120 -0.10787 0.29339
H -1.27496 -1.22321 1.13681
H 3.54769 -0.00810 -0.65000
C -1.60084 0.23831 -0.48377
H -0.63573 1.69204 0.88126
H -2.58584 0.47839 -0.07622
*
```

6.
The molecule C6H8. Source: the Open Molecules 2025 dataset; level of theory: ωB97M-V/def2-TZVPD.

electronic energy	-233.2013	Ha
highest occupied orbital energy (alpha / beta)	-7.9 / -7.4	eV
molecular weight	80.1	u
LUMO (alpha / beta)	-0.002 / -0.017	Eh
Kohn-Sham gap (alpha / beta)	7.8 / 7.0	eV

```
! RIJCOSX wB97M-V def2-TZVPD def2/J DEFGRID3
* xyz 0 1
H -0.53137 -2.39695 0.02279
H 2.72052 0.83472 0.46422
C -1.12119 0.87485 0.59094
C -1.12013 -1.51190 0.29033
H 2.85886 -0.42344 -0.81915
C 2.16587 0.16583 -0.33609
H -2.19033 -1.48989 0.10122
H 1.75606 0.91725 -1.01795
H 1.28231 -1.82069 0.48220
C 1.15721 -0.77503 0.24434
H -2.38604 1.67158 -1.02643
C -1.95127 1.75532 0.03318
H -2.32195 2.55205 0.58897
C -0.31855 -0.35371 0.38142
*
```